11
Properties=species:S:1:pos:R:3 method="wB97M-V/def2-TZVPD" spin_multiplicity=2 max_force_ev_per_a=1.189 homo_energy_ev="-4.498 / -7.769" gap_ev="3.757 / 6.974"
Na 2.0297 0.6210 -1.4828
O 1.9468 1.4586 0.3246
O -0.1100 -0.1008 -0.6999
O -1.3392 -1.8880 -0.3062
C -0.0661 0.2210 0.7619
C -0.8495 -1.1317 -1.1724
C 0.7656 1.4380 0.9133
Li -1.9400 -2.6949 -1.9076
H 0.2826 2.3884 1.1915
H -1.0928 0.3513 1.1225
H 0.3729 -0.6628 1.2550

---

10
Properties=species:S:1:pos:R:3 method="wB97M-V/def2-TZVPD" spin_multiplicity=1 max_force_ev_per_a=1.653 homo_energy_ev="-8.949 / -4.383" gap_ev="9.207 / 3.413"
O 2.3644 -0.7000 -0.5960
O 1.3896 0.6337 0.9491
O 0.2147 -0.5987 -0.5580
C -2.0364 0.2131 0.1839
C -0.9240 -0.0708 -0.2204
C 1.3725 -0.1373 0.0415
Li -2.3040 -2.0234 0.7190
H -0.4408 2.3344 -0.9441
H -2.8467 0.7194 0.6872
H 3.2107 -0.3703 -0.2623

---

9
Properties=species:S:1:pos:R:3 method="wB97M-V/def2-TZVPD" spin_multiplicity=1 total_charge=-1 max_force_ev_per_a=3.583 homo_energy_ev="-2.413 / -2.414" gap_ev="6.867 / 6.868"
O -1.7116 1.8273 0.7357
N 1.5952 -2.5388 0.1462
N -0.9033 0.9309 0.9612
C 0.1530 0.6959 -0.0540
C -0.0099 -0.6875 -0.4264
C 0.8824 -1.6289 -0.1083
H 0.9533 0.8926 0.6046
H -0.9062 -0.9493 -1.0961
H -0.0529 1.4577 -0.7627